1.
CH3NS | the ωB97M-V functional and the def2-TZVPD basis

SMILES: C=NS
LUMO energy, eV: 0.91
Net charge: 0
HOMO energy, eV: -9.31

Last columns: bonded neighbours and bond lengths (Å).
Positions of all 6 atoms, in Å:
1 C 0.067 -0.530 1.561  N2 1.259, H4 0.964, H5 1.162
2 N -0.537 -0.149 0.524  C1 1.259, S3 1.722
3 S 0.212 0.307 -0.957  N2 1.722, H6 1.325
4 H -0.380 -0.742 2.389  C1 0.964
5 H 1.152 -0.910 1.388  C1 1.162
6 H -0.803 0.971 -1.492  S3 1.325

***

2.
CH3NS | the ωB97M-V functional and the def2-TZVPD basis

LUMO energy (alpha / beta), eV: -0.66 / -0.29
Net charge: 0
HOMO energy (alpha / beta), eV: -7.71 / -9.84

Last columns: bonded neighbours and bond lengths (Å).
Positions of all 6 atoms, in Å:
1 C -0.979 0.660 0.071  S3 1.524, H4 1.144
2 N 1.342 -0.398 0.092  H5 1.000, H6 0.977
3 S -2.150 -0.290 -0.146  C1 1.524
4 H -0.581 1.725 -0.054  C1 1.144
5 H 0.904 -0.645 -0.772  N2 1.000
6 H 1.465 -1.051 0.808  N2 0.977

***

Stability order, top to bottom: 1, 2

***

1.
CH3NO | the ωB97M-V functional and the def2-TZVPD basis

SMILES: NC=O
LUMO energy, eV: 0.86
Net charge: 0
HOMO energy, eV: -10.13

Last columns: bonded neighbours and bond lengths (Å).
Positions of all 6 atoms, in Å:
1 N -0.007 0.281 0.620  C2 1.337, H4 1.044, H5 1.134
2 C -0.026 -0.131 -0.651  N1 1.337, O3 1.167, H6 1.177
3 O 0.221 0.447 -1.635  C2 1.167
4 H 0.357 1.182 1.002  N1 1.044
5 H 0.054 -0.619 1.306  N1 1.134
6 H -0.600 -1.159 -0.641  C2 1.177

***

2.
CH3NO | the ωB97M-V functional and the def2-TZVPD basis

SMILES: C=NO
LUMO energy, eV: 1.14
Net charge: 0
HOMO energy, eV: -10.05

Last columns: bonded neighbours and bond lengths (Å).
Positions of all 6 atoms, in Å:
1 C -0.895 0.117 0.007  N2 1.292, H4 1.030, H5 1.069
2 N 0.113 -0.690 -0.045  C1 1.292, O3 1.387
3 O 1.216 0.152 -0.057  N2 1.387, H6 0.988
4 H -0.586 1.098 -0.036  C1 1.030
5 H -1.871 -0.313 -0.056  C1 1.069
6 H 2.023 -0.363 0.186  O3 0.988

***

3.
CH3NO | the ωB97M-V functional and the def2-TZVPD basis

SMILES: NC=O
LUMO energy, eV: 0.94
Net charge: 0
HOMO energy, eV: -10.18

Last columns: bonded neighbours and bond lengths (Å).
Positions of all 6 atoms, in Å:
1 N 0.767 0.349 -0.006  C2 1.605, H4 1.000, H5 1.039
2 C -0.661 -0.385 0.020  N1 1.605, O3 1.200, H6 1.065
3 O -1.669 0.245 -0.146  C2 1.200
4 H 1.475 -0.184 0.456  N1 1.000
5 H 0.509 1.354 -0.047  N1 1.039
6 H -0.421 -1.379 -0.276  C2 1.065

***

Stability order, top to bottom: 1, 3, 2